(1)
Formula: C23H44B3Cl2F9O7
Source: OMol25
Level of theory: wB97M-V/def2-TZVPD

Positions of all 88 atoms, in Å:
C1 -2.1720 0.8284 -0.4038
C2 -1.5995 -0.0298 -1.5049
Cl1 -2.7712 -0.6618 -2.5913
C3 -0.2851 -0.3056 -1.6398
Cl2 0.3104 -1.3161 -2.9098
B1 0.7829 0.2600 -0.6608
O1 0.6692 0.0463 0.6994
B2 1.1777 1.0741 1.4808
O2 2.4014 1.5898 1.1004
B3 2.4890 1.8477 -0.2441
C4 3.3802 3.1283 -0.6862
F1 3.5036 3.9336 0.4186
F2 4.6477 2.6885 -0.9917
C5 2.9263 4.1161 -1.8286
F3 2.1690 5.0735 -1.2312
F4 4.0325 4.6984 -2.3550
C6 2.0672 3.6756 -3.0573
F5 0.8318 3.3241 -2.6334
F6 1.9398 4.7999 -3.7999
C7 2.6597 2.5630 -4.0057
F7 3.7630 2.0313 -3.4699
F8 1.7810 1.6000 -4.2147
F9 2.9841 3.0932 -5.1780
O3 1.8521 1.0263 -1.1394
H1 -2.1526 0.2898 0.5444
H2 -1.6096 1.7578 -0.2949
H3 -3.2004 1.0938 -0.6320
H4 0.5249 1.5536 2.3442
C8 -0.1433 6.7738 -5.1829
C9 -1.5241 6.3140 -4.7468
O4 -2.0666 7.0577 -3.6702
C10 -2.2690 8.4358 -3.9215
C11 -3.2528 8.7216 -5.0443
H5 0.5234 6.8379 -4.3239
H6 0.2754 6.0657 -5.8985
H7 -0.1683 7.7531 -5.6638
H8 -1.4714 5.2887 -4.3789
H9 -2.2132 6.3107 -5.5994
H10 -1.3135 8.9369 -4.1152
H11 -2.6530 8.8375 -2.9838
H12 -2.8559 8.4371 -6.0199
H13 -3.4780 9.7878 -5.0790
H14 -4.1814 8.1727 -4.8837
C12 0.6373 -3.2882 4.5823
C13 1.0404 -1.8271 4.4875
O5 0.0878 -0.9239 5.0188
C14 -0.1850 -1.0680 6.4010
C15 1.0213 -0.8366 7.2958
H15 -0.3640 -3.4361 4.1764
H16 1.3377 -3.9053 4.0180
H17 0.6384 -3.6463 5.6130
H18 1.1379 -1.5452 3.4378
H19 2.0211 -1.6696 4.9519
H20 -0.6292 -2.0489 6.6052
H21 -0.9511 -0.3225 6.6138
H22 1.7649 -1.6285 7.1952
H23 0.7095 -0.8091 8.3401
H24 1.5008 0.1114 7.0490
C16 5.4719 -4.5718 1.0229
C17 4.3508 -4.5963 2.0484
O6 3.4882 -5.7129 1.9367
C18 4.0962 -6.9772 2.1298
C19 4.6975 -7.1682 3.5125
H25 5.0690 -4.7039 0.0182
H26 5.9967 -3.6172 1.0674
H27 6.2058 -5.3596 1.1986
H28 3.7055 -3.7286 1.9059
H29 4.7588 -4.5258 3.0637
H30 4.8498 -7.1646 1.3565
H31 3.2950 -7.6991 1.9728
H32 5.5770 -6.5418 3.6682
H33 5.0055 -8.2057 3.6438
H34 3.9652 -6.9208 4.2821
C20 -4.8527 -4.9000 0.3729
C21 -5.1340 -3.4198 0.5718
O7 -4.9271 -2.6349 -0.5876
C22 -5.7446 -2.9514 -1.6981
C23 -7.2312 -2.7641 -1.4437
H35 -3.8676 -5.0416 -0.0730
H36 -4.8796 -5.4163 1.3329
H37 -5.5897 -5.3742 -0.2769
H38 -4.4458 -3.0111 1.3120
H39 -6.1477 -3.2726 0.9627
H40 -5.5417 -3.9697 -2.0493
H41 -5.4181 -2.2734 -2.4870
H42 -7.6236 -3.5007 -0.7410
H43 -7.7847 -2.8721 -2.3768
H44 -7.4238 -1.7712 -1.0357

The total charge is 0. The value obtained for the energy above the lowest of the compared OMol25 structures with the same formula, charge and spin is 0.0 kcal/mol. For the HOMO energy, the calculation gives -9.25 eV. Its calculated total energy is -3323.376390 a.u. The SMILES is C/C(Cl)=C(/Cl)B1OBOB(C(F)(F)C(F)(F)C(F)(F)C(F)(F)F)O1.CCOCC.CCOCC.CCOCC.CCOCC.

(2)
Formula: C28H25CaN11OS
Source: OMol25
Level of theory: wB97M-V/def2-TZVPD

Positions of all 67 atoms, in Å:
Ca1 -0.3409 1.0068 0.2730
C1 -3.8529 -0.5918 2.6282
C2 -2.6905 -0.3714 1.6788
N1 -1.8178 0.6129 1.8852
N2 -1.9912 1.4460 2.9426
C3 -1.2810 2.5551 3.1437
N3 -1.7123 3.3781 4.1605
S1 0.0500 3.0182 2.2400
C4 -2.5492 -1.1725 0.5611
C5 -3.4350 -2.2019 0.1296
C6 -3.5050 -2.5434 -1.1837
C7 -2.7792 -1.7504 -2.1330
C8 -1.8148 -0.9229 -1.7085
N4 -1.4134 -0.9428 -0.3235
H1 -4.4054 0.3379 2.7840
H2 -3.4927 -0.9546 3.5944
H3 -4.5564 -1.3155 2.2300
H4 -2.7714 1.2745 3.5776
H5 -2.2599 2.9992 4.9191
H6 -1.0557 4.0971 4.4150
H7 -4.0865 -2.6923 0.8396
H8 -4.1706 -3.3188 -1.5297
H9 -3.0450 -1.7996 -3.1783
H10 -1.2286 -0.2737 -2.3452
O1 0.9529 1.5554 -1.0935
C9 1.0589 2.3863 -2.0580
C10 2.2968 2.5363 -2.7368
C11 2.4644 3.3956 -3.7903
C12 1.4050 4.1871 -4.2257
C13 0.1903 4.0853 -3.5906
C14 -0.0231 3.2019 -2.5251
C15 -1.3385 3.0732 -1.9500
N5 -1.7325 2.1892 -1.0439
C16 -3.0725 2.3530 -0.8751
C17 -3.5164 3.3610 -1.6732
N6 -2.4136 3.8134 -2.3453
H11 3.1173 1.9189 -2.3960
H12 3.4188 3.4613 -4.2951
H13 1.5300 4.8651 -5.0564
H14 -0.6197 4.7070 -3.9495
H15 -3.6286 1.7173 -0.2120
H16 -4.4889 3.7823 -1.8240
H17 -2.4009 4.5734 -3.0026
N7 4.3892 -8.0362 -1.4134
C18 3.7240 -7.1261 -1.1982
C19 2.9083 -6.0070 -0.9470
C20 3.0830 -5.2626 0.2237
C21 2.2867 -4.1649 0.4665
C22 1.3070 -3.7945 -0.4608
C23 1.1478 -4.5372 -1.6406
C24 1.9379 -5.6338 -1.8829
C25 0.4283 -2.7137 -0.2659
C26 -0.4311 -1.8658 -0.2155
H18 3.8491 -5.5551 0.9289
H19 2.4077 -3.5742 1.3643
H20 0.3902 -4.2319 -2.3489
H21 1.8196 -6.2155 -2.7851
N8 4.7373 0.6925 4.2354
C27 3.9283 0.7362 3.1565
N9 4.2952 1.5169 2.1207
N10 2.8512 0.0144 3.1836
C28 1.9462 -0.0115 2.2714
N11 1.0701 -0.1693 1.5367
H22 5.6686 1.0602 4.1840
H23 4.5414 -0.0026 4.9327
H24 5.0957 2.1187 2.1980
H25 3.6239 1.7227 1.3976

The total charge is 0. The value obtained for the energy above the lowest of the compared OMol25 structures with the same formula, charge and spin is 38.4 kcal/mol. For the HOMO energy, the calculation gives -6.18 eV. Its calculated total energy is -2835.365219 a.u.

(3)
Formula: C5H9DyO5
Source: OMol25
Level of theory: wB97M-V/def2-TZVPD

Positions of all 20 atoms, in Å:
C1 0.4383 2.9085 1.4045
C2 0.4058 1.8183 0.3603
O1 0.2772 0.4802 0.8642
Dy1 0.5268 0.0563 3.2402
H1 0.4960 3.8870 0.9088
H2 -0.4815 2.9053 2.0081
H3 1.3269 2.8239 2.0492
H4 1.3044 1.8758 -0.2743
H5 -0.4363 2.0057 -0.3263
C3 0.0571 -0.7611 -0.5308
C4 -0.5585 -2.0399 0.0316
O2 -0.7143 -3.0477 -0.9432
C5 -1.3195 -2.6248 -2.1075
O3 -1.1940 -1.3717 -2.2777
O4 -1.5284 -3.4838 -2.9568
O5 1.3786 -0.9870 -0.8193
H6 -0.5274 0.0342 -1.0054
H7 -1.5156 -1.7855 0.5053
H8 0.1451 -2.5227 0.7277
H9 1.9192 -0.1709 -0.8586

The total charge is +1. Its spin multiplicity is 7. The value obtained for the energy above the lowest of the compared OMol25 structures with the same formula, charge and spin is 8.0 kcal/mol. For the HOMO energy (alpha / beta), the calculation gives -10.40 / -10.41 eV. Its calculated total energy is -1456.747583 a.u.

(4)
Formula: C17H30N4O2
Source: OMol25
Level of theory: wB97M-V/def2-TZVPD

Positions of all 53 atoms, in Å:
C1 -0.1968 -3.3434 -0.9812
O1 1.1017 -2.8169 -0.8275
C2 1.1425 -1.4042 -0.7356
C3 0.6393 -0.7312 -2.0211
N1 -0.7749 -0.4153 -1.9019
C4 -1.3184 0.4615 -2.8044
O2 -0.7583 0.7003 -3.8659
N2 -2.5314 1.0195 -2.4607
C5 -3.2462 1.7710 -3.4743
C6 -3.2541 0.7623 -1.2236
C7 -2.4497 0.9006 0.0352
C8 -2.2943 -0.0199 1.0337
N3 -1.4110 0.5435 1.9269
C9 -1.0909 1.7717 1.4373
N4 -1.6991 2.0174 0.3013
C10 -0.1282 2.6698 2.1484
C11 0.0799 2.2231 3.5955
C12 0.3003 0.7118 3.6548
C13 -0.9481 -0.0246 3.1854
C14 2.5743 -1.0061 -0.3384
C15 2.9744 -1.7990 0.9092
C16 2.6031 0.4851 0.0112
C17 3.5533 -1.3047 -1.4754
H1 -0.1119 -4.4262 -0.9167
H2 -0.8606 -2.9872 -0.1821
H3 -0.6426 -3.0688 -1.9407
H4 0.4871 -1.0932 0.0998
H5 1.2017 0.1807 -2.2257
H6 0.8112 -1.3986 -2.8675
H7 -1.1321 -0.3985 -0.9617
H8 -2.5760 1.9402 -4.3109
H9 -4.1266 1.2259 -3.8294
H10 -3.5712 2.7305 -3.0681
H11 -4.0653 1.4920 -1.1968
H12 -3.7228 -0.2304 -1.2272
H13 -2.7093 -1.0036 1.1801
H14 0.8255 2.6484 1.6131
H15 -0.4964 3.6937 2.0866
H16 0.9300 2.7509 4.0274
H17 -0.7977 2.4817 4.1955
H18 1.1474 0.4393 3.0184
H19 0.5372 0.3866 4.6682
H20 -1.7418 0.0655 3.9318
H21 -0.7492 -1.0863 3.0334
H22 3.0047 -2.8679 0.7072
H23 3.9594 -1.4776 1.2537
H24 2.2609 -1.6266 1.7209
H25 2.4062 1.1251 -0.8488
H26 1.8604 0.7164 0.7803
H27 3.5862 0.7515 0.4046
H28 3.3276 -0.7138 -2.3649
H29 4.5718 -1.0618 -1.1649
H30 3.5189 -2.3607 -1.7443

The total charge is 0. The value obtained for the energy above the lowest of the compared OMol25 structures with the same formula, charge and spin is 19.0 kcal/mol. For the HOMO energy, the calculation gives -8.66 eV. Its calculated total energy is -1035.317598 a.u. The SMILES is CO[C@H](CNC(=O)N(C)Cc1cn2c(n1)CCCC2)C(C)(C)C.

(5)
Formula: C3H6GaO3
Source: OMol25
Level of theory: wB97M-V/def2-TZVPD

Positions of all 13 atoms, in Å:
O1 1.0536 1.2439 0.3139
Ga1 -0.7430 1.6413 0.2119
C1 -2.3946 -0.8466 0.4505
O2 -1.1742 -0.1156 0.3160
C2 0.0078 -0.9012 0.4854
C3 1.2596 -0.0415 0.2288
O3 2.3369 -0.5614 0.5870
H1 -3.2143 -0.1555 0.2308
H2 -2.4000 -1.6781 -0.2657
H3 -2.4879 -1.2305 1.4753
H4 -0.0030 -1.7335 -0.2333
H5 0.0315 -1.3053 1.5084
H6 1.4711 -0.2824 -1.6576

The total charge is +2. Its spin multiplicity is 2. The value obtained for the energy above the lowest of the compared OMol25 structures with the same formula, charge and spin is 111.3 kcal/mol. For the HOMO energy (alpha / beta), the calculation gives -20.26 / -22.11 eV. Its calculated total energy is -2267.445499 a.u.